No. 1
DFT (ωB97M-V with the def2-TZVPD basis set) results for a 10-piece molecular cluster, C40H88O28P4 overall at a distorted geometry.

Properties
- SMILES = COP(=O)(OC)OC.COP(=O)(OC)OC.COP(=O)(OC)OC.COP(=O)(OC)OC.Oc1ccc(O)cc1.Oc1ccc(O)cc1.COCCOC.COCCOC.COCCOC.COCCOC

Geometry as ORCA input:
```
! RIJCOSX wB97M-V def2-TZVPD def2/J DEFGRID3
* xyz 0 1
C -8.710 -16.849 21.495
O -9.400 -17.925 20.878
P -10.568 -18.646 21.687
O -11.219 -17.901 22.766
O -11.493 -19.198 20.506
C -11.861 -18.268 19.472
O -9.765 -19.958 22.218
C -8.686 -19.842 23.169
H -9.154 -16.473 22.417
H -8.633 -16.036 20.768
H -7.688 -17.188 21.676
H -11.580 -17.237 19.682
H -12.948 -18.264 19.426
H -11.406 -18.597 18.544
H -8.466 -18.826 23.494
H -7.798 -20.267 22.705
H -9.002 -20.437 24.023
C -1.062 -19.152 34.606
O -1.707 -19.398 33.359
P -3.278 -19.478 33.308
O -3.877 -20.248 34.390
O -3.759 -17.955 33.250
C -5.088 -17.623 32.838
O -3.637 -19.971 31.857
C -3.509 -21.353 31.538
H -0.102 -18.671 34.445
H -0.872 -20.108 35.100
H -1.679 -18.598 35.313
H -4.992 -17.067 31.905
H -5.659 -17.051 33.564
H -5.624 -18.549 32.621
H -3.748 -21.505 30.488
H -4.098 -22.057 32.128
H -2.462 -21.638 31.692
C -4.708 -16.062 21.276
O -5.368 -16.029 22.541
P -5.111 -17.322 23.470
O -5.628 -18.542 22.843
O -3.531 -17.332 23.746
C -2.951 -16.182 24.376
O -5.760 -16.908 24.847
C -5.769 -17.834 25.947
H -5.512 -16.121 20.536
H -4.112 -16.956 21.083
H -4.100 -15.184 21.070
H -1.906 -16.204 24.075
H -3.172 -16.205 25.441
H -3.326 -15.229 23.988
H -5.351 -18.777 25.581
H -6.793 -18.128 26.173
H -5.260 -17.428 26.813
C -10.856 -22.212 25.604
O -9.519 -22.487 25.207
P -8.438 -23.283 26.036
O -8.476 -22.886 27.469
O -7.069 -22.876 25.329
C -6.488 -21.621 25.689
O -8.571 -24.809 25.672
C -9.825 -25.515 25.680
H -11.495 -23.090 25.527
H -11.230 -21.388 25.006
H -10.885 -21.880 26.645
H -5.689 -21.795 26.409
H -7.242 -20.922 26.059
H -6.053 -21.125 24.820
H -10.154 -25.501 24.643
H -10.552 -25.040 26.340
H -9.651 -26.508 26.083
O -8.329 -21.426 29.684
C -7.814 -22.103 30.757
C -8.219 -21.776 32.038
C -7.605 -22.363 33.105
C -6.552 -23.253 32.947
O -5.966 -23.783 34.072
C -6.162 -23.624 31.665
C -6.780 -23.011 30.557
H -8.339 -22.012 28.886
H -9.023 -21.069 32.198
H -7.966 -22.219 34.118
H -5.269 -24.365 33.748
H -5.353 -24.318 31.467
H -6.468 -23.194 29.538
O -12.853 -15.201 30.343
C -13.358 -15.317 29.078
C -12.550 -15.979 28.160
C -12.946 -16.086 26.832
C -14.079 -15.408 26.378
O -14.495 -15.365 25.089
C -14.791 -14.652 27.309
C -14.474 -14.609 28.649
H -13.303 -14.519 30.850
H -11.606 -16.450 28.399
H -12.377 -16.707 26.150
H -13.900 -15.793 24.467
H -15.673 -14.193 26.872
H -15.098 -14.128 29.392
C -13.138 -19.576 24.781
O -13.622 -20.345 25.851
C -13.755 -19.598 27.024
C -14.042 -20.556 28.159
O -15.280 -21.232 28.003
C -15.371 -22.381 28.801
H -13.705 -18.641 24.743
H -13.150 -20.027 23.786
H -12.063 -19.348 24.842
H -14.538 -18.830 27.081
H -12.836 -19.058 27.285
H -14.054 -20.016 29.112
H -13.239 -21.302 28.183
H -14.423 -22.869 29.045
H -16.077 -23.089 28.372
H -15.783 -22.099 29.783
C -9.466 -17.964 25.733
O -9.007 -19.250 26.080
C -9.223 -19.657 27.408
C -8.573 -18.827 28.506
O -7.163 -18.914 28.413
C -6.642 -19.431 29.642
H -8.931 -17.165 26.250
H -10.551 -17.996 25.898
H -9.360 -17.852 24.654
H -8.814 -20.666 27.487
H -10.291 -19.763 27.652
H -9.001 -19.190 29.445
H -8.922 -17.787 28.469
H -5.589 -19.692 29.586
H -7.163 -20.398 29.722
H -6.928 -18.928 30.569
C -8.395 -11.799 28.221
O -8.557 -13.021 27.526
C -7.857 -13.059 26.287
C -8.302 -14.214 25.399
O -9.632 -14.113 24.934
C -10.654 -14.432 25.887
H -9.198 -11.775 28.952
H -8.394 -10.946 27.538
H -7.426 -11.788 28.733
H -6.785 -13.153 26.489
H -8.183 -12.140 25.783
H -8.266 -15.119 26.015
H -7.630 -14.287 24.548
H -10.815 -15.509 25.751
H -11.598 -13.952 25.653
H -10.269 -14.311 26.898
C -2.720 -20.911 24.825
O -3.154 -20.459 26.077
C -2.090 -20.226 26.984
C -2.666 -19.652 28.260
O -3.120 -18.337 28.044
C -3.405 -17.631 29.220
H -3.497 -21.319 24.190
H -1.847 -21.579 24.876
H -2.242 -20.062 24.303
H -1.459 -19.457 26.515
H -1.514 -21.147 27.110
H -1.900 -19.619 29.043
H -3.494 -20.313 28.545
H -4.417 -17.789 29.617
H -3.513 -16.584 28.920
H -2.696 -17.747 30.042
*
```

---

No. 2
DFT (ωB97M-V with the def2-TZVPD basis set) results for C40H89Cl6O26P3 as an isolated structure at a distorted geometry.

Properties
- relative energy (zero: lowest compared OMol25 entry of this formula, charge and spin) (eV) = 1.890

Geometry as ORCA input:
```
! RIJCOSX wB97M-V def2-TZVPD def2/J DEFGRID3
* xyz 0 1
C -1.845 -1.691 -8.701
Cl -0.791 -0.533 -9.501
Cl -1.741 -1.314 -7.042
H -2.850 -1.613 -9.116
H -1.505 -2.724 -8.772
C 2.284 4.310 -3.344
Cl 2.680 4.249 -5.062
Cl 3.016 5.651 -2.422
H 1.206 4.375 -3.195
H 2.726 3.398 -2.942
C -7.016 -5.453 -3.805
Cl -5.840 -4.998 -2.538
Cl -8.559 -4.581 -3.794
H -6.453 -5.239 -4.713
H -7.373 -6.482 -3.806
C -0.426 -2.406 -1.128
O 0.871 -1.745 -0.928
P 0.918 -0.391 0.011
O 0.867 -0.690 1.494
O 2.305 0.317 -0.393
C 3.504 -0.501 -0.401
O -0.181 0.594 -0.656
C -1.416 0.820 0.077
H -0.476 -3.435 -0.773
H -0.510 -2.604 -2.197
H -1.239 -1.848 -0.663
H 4.299 -0.053 -0.997
H 3.278 -1.535 -0.659
H 4.003 -0.398 0.562
H -1.419 1.776 0.601
H -1.703 0.184 0.914
H -2.192 0.768 -0.687
C 8.936 4.805 -3.177
O 9.672 3.941 -4.007
P 9.265 2.421 -3.930
O 9.104 1.819 -2.558
O 10.319 1.634 -4.899
C 11.689 1.721 -4.647
O 7.933 2.403 -4.857
C 8.052 2.925 -6.208
H 9.675 5.462 -2.718
H 8.333 4.333 -2.401
H 8.298 5.461 -3.768
H 11.918 1.352 -3.647
H 12.010 2.740 -4.867
H 11.973 0.932 -5.343
H 7.627 3.913 -6.387
H 7.684 2.155 -6.886
H 9.116 3.047 -6.414
C -8.036 1.908 4.863
O -8.818 0.704 4.795
P -9.927 0.570 3.656
O -11.069 1.499 3.881
O -10.267 -0.999 3.838
C -11.182 -1.318 4.948
O -9.253 0.613 2.211
C -8.117 -0.216 1.941
H -7.142 1.695 4.277
H -7.752 1.994 5.911
H -8.602 2.748 4.459
H -11.750 -0.435 5.239
H -10.744 -1.687 5.876
H -11.844 -2.109 4.594
H -8.070 -1.012 2.685
H -7.096 0.161 1.999
H -8.300 -0.632 0.951
O 0.054 -6.639 -6.478
C 0.049 -7.001 -5.295
O 1.184 -7.214 -4.608
C 2.365 -6.759 -5.160
C 3.205 -6.313 -4.023
C -1.324 -7.278 -4.594
H 2.334 -5.949 -5.888
H 2.888 -7.576 -5.658
H 2.870 -5.452 -3.445
H 4.190 -6.039 -4.403
H 3.507 -7.011 -3.243
H -1.747 -8.022 -5.269
H -1.883 -6.349 -4.478
H -1.140 -7.736 -3.622
O 3.930 -8.321 1.236
C 3.385 -7.409 1.902
O 3.914 -6.228 2.192
C 5.266 -6.009 1.825
C 6.213 -6.426 2.986
C 1.940 -7.564 2.495
H 5.339 -4.931 1.685
H 5.571 -6.526 0.916
H 6.346 -7.506 3.051
H 5.767 -6.049 3.906
H 7.254 -6.134 2.850
H 1.169 -7.109 1.873
H 1.912 -6.984 3.417
H 1.668 -8.601 2.696
O -6.538 4.703 -0.787
C -7.385 5.480 -1.260
O -7.273 6.854 -1.477
C -6.076 7.473 -1.192
C -6.239 8.890 -0.732
C -8.772 4.949 -1.571
H -5.406 7.406 -2.049
H -5.431 7.011 -0.444
H -6.781 8.807 0.210
H -6.935 9.365 -1.423
H -5.368 9.540 -0.649
H -8.932 4.055 -0.969
H -8.776 4.631 -2.613
H -9.622 5.608 -1.395
O 3.613 5.225 5.526
C 3.602 5.018 4.321
O 4.471 5.474 3.348
C 5.780 6.001 3.558
C 5.797 7.475 3.759
C 2.441 4.296 3.601
H 6.285 5.645 2.660
H 6.375 5.546 4.350
H 5.428 7.913 4.686
H 5.226 8.020 3.007
H 6.781 7.896 3.552
H 2.749 4.037 2.589
H 1.506 4.857 3.610
H 2.129 3.452 4.216
O -6.133 0.430 -6.430
C -6.795 1.245 -5.793
O -6.288 2.330 -5.192
C -4.821 2.422 -5.108
C -4.373 3.875 -4.824
C -8.362 1.170 -5.676
H -4.407 1.966 -6.008
H -4.451 1.881 -4.237
H -4.492 3.947 -3.742
H -5.037 4.553 -5.360
H -3.314 3.916 -5.076
H -8.730 0.304 -6.227
H -8.751 2.116 -6.052
H -8.662 1.100 -4.630
O -3.064 -1.045 5.541
C -2.433 -2.046 5.804
O -1.706 -2.192 6.969
C -1.377 -1.100 7.831
C -2.558 -0.327 8.463
C -2.330 -3.122 4.771
H -0.698 -0.405 7.336
H -0.797 -1.506 8.660
H -3.199 -0.890 9.142
H -3.172 0.121 7.681
H -2.235 0.524 9.061
H -2.853 -4.027 5.080
H -1.264 -3.347 4.733
H -2.441 -2.883 3.713
O 7.513 -0.068 5.235
C 7.465 -1.025 4.442
O 6.440 -1.862 4.395
C 5.341 -1.803 5.294
C 5.554 -2.559 6.659
C 8.658 -1.312 3.618
H 4.597 -2.404 4.772
H 4.948 -0.802 5.471
H 4.587 -2.638 7.154
H 6.144 -2.077 7.439
H 5.756 -3.630 6.675
H 8.981 -2.342 3.764
H 9.433 -0.619 3.946
H 8.398 -1.117 2.578
*
```

---

No. 3
DFT (ωB97M-V with the def2-TZVPD basis set) results for a 5-piece molecular cluster, C40H91NO10S overall at a distorted geometry.

Properties
- SMILES = CCCCCCCCC[C@@H](CCCCCCCOC)O[C@H]([C@H](N)S)[C@@H](C)CC.COCCOC.COCCOC.COCCOC.COCCOC

Geometry as ORCA input:
```
! RIJCOSX wB97M-V def2-TZVPD def2/J DEFGRID3
* xyz 0 1
C -5.509 5.712 -3.159
C -4.201 6.727 -3.260
C -3.202 6.496 -1.942
C -1.646 6.945 -2.240
C -0.608 5.663 -2.428
C -0.441 4.742 -1.081
C 0.738 5.338 -0.059
C 2.036 4.285 -0.022
C 3.324 5.044 0.649
C 4.654 4.047 0.849
C 4.303 2.735 1.766
C 3.663 1.464 0.952
C 2.605 0.684 1.977
C 1.785 -0.394 0.997
C 0.521 0.402 0.322
C -0.419 -0.560 -0.623
C 0.399 -1.385 -1.784
O 0.225 -0.665 -3.070
C 1.041 0.564 -3.110
O 5.133 3.755 -0.509
C 6.363 2.950 -0.518
C 7.650 3.628 0.238
N 7.808 5.131 -0.025
S 9.272 2.667 -0.003
C 6.700 2.661 -2.131
C 5.427 1.825 -2.823
C 7.010 4.025 -2.985
C 8.582 3.967 -3.544
H -6.012 5.823 -2.086
H -5.115 4.600 -3.248
H -6.340 5.949 -3.967
H -4.641 7.817 -3.291
H -3.630 6.556 -4.274
H -3.330 5.392 -1.574
H -3.612 7.239 -1.107
H -1.651 7.495 -3.295
H -1.233 7.735 -1.456
H 0.432 6.083 -2.800
H -1.092 4.974 -3.253
H -1.496 4.647 -0.537
H -0.093 3.664 -1.409
H 0.217 5.356 1.015
H 1.069 6.433 -0.389
H 2.205 3.884 -1.111
H 1.658 3.380 0.657
H 3.573 6.005 0.020
H 3.008 5.356 1.745
H 5.410 4.707 1.496
H 3.512 3.092 2.580
H 5.287 2.479 2.377
H 3.154 1.728 -0.068
H 4.517 0.671 0.700
H 1.888 1.442 2.512
H 3.210 0.070 2.769
H 2.582 -0.705 0.169
H 1.505 -1.376 1.574
H -0.097 0.912 1.208
H 0.955 1.253 -0.393
H -1.204 0.168 -1.150
H -1.066 -1.290 0.045
H 1.549 -1.498 -1.588
H -0.037 -2.494 -1.842
H 0.529 1.499 -2.610
H 1.314 0.743 -4.248
H 2.078 0.394 -2.549
H 6.236 1.864 -0.047
H 7.425 3.547 1.408
H 8.695 5.183 -0.608
H 8.035 5.575 0.914
H 9.037 1.441 -0.649
H 7.635 1.950 -2.272
H 5.862 0.867 -3.386
H 4.645 1.527 -2.005
H 4.865 2.446 -3.642
H 6.750 5.027 -2.441
H 6.344 4.013 -3.976
H 8.917 4.964 -4.067
H 9.354 3.666 -2.713
H 8.581 3.086 -4.344
C -1.757 -2.964 2.952
O -1.515 -3.603 1.704
C -0.181 -4.112 1.606
C -0.152 -5.630 1.804
O -0.471 -5.984 3.152
C -1.800 -6.478 3.278
H -2.827 -2.750 3.026
H -1.470 -3.601 3.793
H -1.208 -2.019 2.999
H 0.485 -3.610 2.318
H 0.172 -3.882 0.595
H 0.865 -5.990 1.613
H -0.823 -6.132 1.095
H -1.874 -7.469 2.818
H -2.528 -5.801 2.821
H -2.032 -6.570 4.343
C -3.874 -9.554 -2.559
O -5.060 -9.465 -1.778
C -4.867 -9.943 -0.442
C -4.743 -8.784 0.549
O -3.526 -8.059 0.350
C -3.740 -6.824 -0.325
H -4.043 -9.024 -3.500
H -3.022 -9.095 -2.049
H -3.653 -10.601 -2.781
H -3.995 -10.605 -0.385
H -5.754 -10.532 -0.185
H -4.707 -9.192 1.565
H -5.613 -8.118 0.487
H -4.252 -6.121 0.340
H -4.321 -6.961 -1.242
H -2.765 -6.405 -0.590
C -3.744 -2.706 -1.356
O -3.875 -1.408 -1.926
C -3.121 -1.270 -3.136
C -4.029 -1.339 -4.366
O -4.568 -2.652 -4.540
C -5.929 -2.735 -4.129
H -4.466 -2.797 -0.541
H -3.948 -3.490 -2.091
H -2.738 -2.833 -0.948
H -2.326 -2.022 -3.191
H -2.648 -0.283 -3.103
H -3.432 -1.120 -5.257
H -4.829 -0.590 -4.306
H -6.564 -2.193 -4.836
H -6.070 -2.335 -3.120
H -6.224 -3.788 -4.131
C -3.590 0.517 7.588
O -2.251 0.416 8.061
C -1.765 -0.930 8.027
C -0.818 -1.148 6.844
O -1.520 -1.090 5.600
C -1.309 0.143 4.920
H -3.837 1.576 7.483
H -3.710 0.033 6.615
H -4.274 0.068 8.313
H -2.594 -1.647 8.004
H -1.208 -1.089 8.957
H -0.386 -2.151 6.919
H 0.009 -0.425 6.864
H -0.284 0.187 4.540
H -1.503 1.001 5.570
H -1.997 0.187 4.070
*
```

---

| no. | E_LUMO (eV) | frontier orbital gap (eV) |
| --- | --- | --- |
| 1 | 0.541 | 8.5 |
| 2 | -0.118 | 9.9 |
| 3 | 0.532 | 9.5 |